[1]
Formula: C33H37BF3NO2S
Source: OMol25
Level of theory: ωB97M-V/def2-TZVPD

```
78
Properties=species:S:1:pos:R:3:forces:R:3:mulliken_charge:R:1
C 3.544616 -3.509411 3.744039 0.0 0.0 0.5 -1.37
C 2.716743 -2.994384 2.634160 -0.4 -0.7 -1.7 0.76
C 2.448622 -3.628441 1.425162 -0.5 0.2 1.2 -1.20
C 1.665239 -2.838182 0.530947 0.7 1.3 0.2 -0.40
C 1.584833 -1.499545 0.954563 -0.2 -3.8 1.9 1.18
B -1.299887 -0.554465 0.701516 3.1 -1.7 0.0 0.90
C 1.643641 -0.379186 0.126226 -1.1 1.9 -1.4 1.09
C 1.890778 0.909245 0.653238 -0.1 -0.3 -1.0 -0.97
C 2.520325 1.855495 -0.134315 -0.3 -0.2 -0.5 -1.06
C 2.841324 1.478244 -1.470643 0.6 0.1 0.7 1.35
N 3.594094 2.302605 -2.234334 0.7 0.6 -0.8 0.13
C 4.002912 1.829129 -3.535433 -0.2 0.0 0.0 -1.06
C 3.753587 3.704940 -1.919349 -0.1 0.0 0.0 -0.88
C 2.462356 0.237756 -2.034604 -0.7 0.3 0.3 -1.02
C 1.698990 -0.612240 -1.271288 0.4 0.5 0.8 -1.34
O -1.335259 -1.918814 0.467010 -1.3 1.2 0.8 -0.59
C -2.029168 -2.358143 1.660339 0.3 -0.6 0.0 2.00
C -3.407310 -2.760843 1.196961 -0.3 0.0 0.0 -1.72
C -1.225325 -3.556447 2.161890 0.0 -0.2 0.5 -1.56
C -2.044634 -1.068079 2.631863 0.0 0.4 0.2 0.95
C -3.316728 -0.160104 2.734077 -0.3 0.2 -0.1 -1.49
C -1.649949 -1.389518 4.039728 0.3 -0.2 0.2 -1.81
O -1.027185 -0.235628 2.028580 -0.9 0.3 -0.5 -0.65
S 2.025506 -1.407720 2.671962 0.5 -0.2 -1.2 -0.28
H 4.027551 -4.444426 3.460083 -0.1 0.0 0.0 0.39
H 4.314917 -2.783030 4.014573 0.0 -0.1 0.1 0.29
H 2.926049 -3.686930 4.624889 0.1 -0.1 0.2 0.28
H 2.810749 -4.634698 1.191367 -0.2 0.4 0.2 0.31
H 1.327606 -3.164079 -0.464451 0.5 0.2 0.6 0.48
H 1.473900 1.145875 1.626965 0.6 -0.1 0.2 0.28
H 2.819860 2.836327 0.268791 -0.5 -0.6 -0.4 0.26
H 4.620387 0.924379 -3.426014 0.0 0.3 -0.2 0.34
H 3.125564 1.557848 -4.147810 0.3 0.2 -0.1 0.34
H 4.568240 2.609787 -4.037307 0.0 -0.1 0.0 0.27
H 2.780540 4.221941 -1.877646 0.3 -0.1 0.0 0.27
H 4.242212 3.830644 -0.942290 0.0 0.1 -0.3 0.28
H 4.374797 4.143864 -2.709918 -0.2 0.1 0.4 0.28
H 2.771303 -0.035938 -3.042347 -0.6 0.2 0.3 0.39
H 1.143277 -1.440586 -1.708506 0.8 -0.3 0.2 1.03
H -3.947671 -3.252195 2.021070 -0.1 0.2 -0.4 0.43
H -3.941093 -1.864523 0.843092 0.0 -0.5 0.2 0.29
H -3.299888 -3.438246 0.336706 -0.1 0.1 0.4 0.31
H -1.788263 -4.111824 2.932484 0.3 0.2 -0.2 0.39
H -1.026931 -4.242088 1.319455 -0.2 0.4 0.3 0.41
H -0.245831 -3.253163 2.568409 -0.4 -0.1 -0.2 0.07
H -4.163864 -0.611121 3.278088 0.3 -0.2 -0.6 0.37
H -3.072144 0.707221 3.375174 0.3 -0.4 -0.4 0.41
H -3.668718 0.290417 1.776420 0.1 -0.6 0.6 0.21
H -2.429237 -2.057128 4.419748 0.3 0.1 0.4 0.38
H -0.676971 -1.884239 4.042101 -0.2 0.0 0.2 0.26
H -1.580412 -0.469579 4.638974 -0.1 -0.4 -0.1 0.48
F 1.497528 6.001450 -1.144546 -1.2 0.2 0.2 -0.25
C 0.134198 5.873653 -0.924502 0.5 0.0 0.0 0.77
F -0.147131 6.597188 0.196357 0.2 -0.5 -1.0 -0.28
F -0.486184 6.465611 -1.981811 0.5 -0.2 0.8 -0.28
C -0.243357 4.418136 -0.798492 0.2 0.0 0.5 0.18
C -0.520474 3.856024 0.445276 0.0 -0.4 0.0 -1.28
C -0.873105 2.511486 0.541015 0.2 0.3 0.2 -1.01
C -0.966816 1.689257 -0.600783 -0.6 1.2 0.3 1.50
C -1.648953 0.372080 -0.421865 -0.7 0.8 -1.1 1.12
C -2.159989 -0.398233 -1.618516 -0.6 0.5 -0.4 -0.02
C -3.513727 -0.784934 -1.704650 0.3 -0.2 -0.2 -0.66
C -3.949957 -1.597781 -2.756920 0.1 0.2 0.3 -0.77
C -3.043196 -2.090965 -3.696628 0.0 0.2 0.5 -0.72
C -1.713284 -1.717649 -3.600628 0.5 0.6 0.1 -1.14
C -1.304954 -0.768062 -2.647270 0.1 -0.7 -0.1 -0.34
C -0.668239 2.271762 -1.831770 0.2 0.0 0.1 -0.18
C -0.262633 3.600959 -1.912245 0.0 0.2 -0.2 -1.25
H -0.443756 4.466680 1.336137 -0.2 0.0 0.0 0.45
H -1.111192 2.104607 1.535751 0.1 0.1 -0.6 0.17
H -2.520117 0.612485 0.213124 -0.7 0.5 -0.5 0.32
H -4.223549 -0.459333 -0.931688 0.3 -0.1 -0.4 0.43
H -4.998559 -1.870771 -2.825836 0.1 0.0 0.0 0.42
H -3.370282 -2.749718 -4.484331 -0.1 -0.2 0.0 0.41
H -0.954133 -2.152216 -4.253238 -0.3 0.3 -0.1 0.42
H -0.294067 -0.353550 -2.656212 -0.3 -0.5 0.0 0.57
H -0.782498 1.725332 -2.759391 0.1 -0.1 0.1 0.50
H 0.024378 4.035723 -2.860736 -0.2 -0.1 -0.2 0.45
```
Positions in Å, forces in eV/Å.

## Properties
* E: -2207.59017 a.u.
* ΔE to the lowest compared entry with this formula, charge and spin: 0.0 kcal per mole
* F_max: 0.082 Eh/bohr
* lowest unoccupied orbital energy: 0.491 eV
* spin multiplicity: 1
* HOMO energy: -6.4 eV
* total charge: 0
* orbital gap: 6.846 eV

***

[2]
Formula: C33H37BHgN7P
Source: OMol25
Level of theory: ωB97M-V/def2-TZVPD

```
80
Properties=species:S:1:pos:R:3:forces:R:3:lowdin_spin:R:1
Hg -0.169535 -0.326149 -0.065899 -0.6 -0.8 -0.1 0.01
C 3.481075 -0.263995 -0.717526 -0.1 0.1 0.1 0.00
C 2.864913 -1.601745 -0.904835 -0.2 -0.2 0.0 0.00
C 3.476147 -2.799210 -1.286279 -0.2 -0.2 0.0 0.00
C 2.460849 -3.737918 -1.312284 0.3 0.0 0.0 0.00
C 2.564263 -5.182370 -1.656526 -0.2 0.1 0.1 0.00
N 1.316340 -3.115198 -0.964426 0.4 -0.5 -0.2 0.00
N 1.569636 -1.819830 -0.720031 0.2 0.3 0.0 0.00
B -0.103200 -3.701047 -0.819785 0.1 0.7 0.2 0.00
N -0.589901 -3.502379 0.633649 -0.1 -0.6 0.0 0.00
N -0.724793 -2.293532 1.199644 -0.1 0.8 0.0 0.00
C -1.090813 -2.460307 2.463377 0.0 0.0 -0.1 0.00
C -1.309916 -1.309590 3.379251 0.0 0.1 -0.1 0.00
C -1.208092 -3.828315 2.727457 0.1 -0.1 -0.2 0.00
C -0.879632 -4.455283 1.540427 -0.1 -0.1 0.3 0.00
C -0.841490 -5.917988 1.264417 0.1 0.1 -0.1 0.00
N -1.059089 -2.989864 -1.803800 -0.2 -0.5 -0.3 0.00
N -1.305723 -1.670488 -1.768029 0.1 0.8 0.4 0.00
C -2.121050 -1.371153 -2.770823 0.1 -0.1 0.1 0.00
C -2.589107 0.016089 -3.030284 0.1 0.1 0.2 0.00
C -2.420773 -2.537355 -3.482449 0.2 -0.1 0.2 0.00
C -1.726083 -3.542677 -2.835513 -0.2 0.1 -0.3 0.00
C -1.697396 -4.989711 -3.183100 0.1 0.0 0.1 0.00
H 4.556963 -0.310986 -0.869180 0.1 -0.1 0.0 0.00
H 3.263421 0.112320 0.280413 0.0 0.1 0.0 0.00
H 3.043982 0.449433 -1.414046 0.0 0.1 0.1 0.00
H 4.514189 -2.952100 -1.508795 0.2 -0.1 -0.1 0.00
H 3.596144 -5.415564 -1.908943 0.0 0.0 0.0 0.00
H 1.929453 -5.422962 -2.507846 0.0 -0.1 -0.1 0.00
H 2.257643 -5.803313 -0.815977 0.0 -0.1 0.0 0.00
H -0.080969 -4.857622 -1.070042 0.0 -0.3 -0.1 0.00
H -1.072181 -0.378362 2.861940 -0.1 0.1 0.1 0.00
H -0.674498 -1.396290 4.260140 0.0 0.0 0.0 0.00
H -2.345021 -1.272112 3.717617 0.0 0.1 0.0 0.00
H -1.488462 -4.295440 3.651753 0.0 -0.1 0.1 0.00
H -1.162817 -6.461017 2.150549 0.0 0.0 0.0 0.00
H 0.166149 -6.233466 0.999302 0.0 -0.1 0.0 0.00
H -1.498664 -6.170347 0.434484 0.0 -0.1 0.0 0.00
H -2.139278 0.697733 -2.307488 -0.1 0.1 -0.1 0.00
H -3.674786 0.078612 -2.955134 0.0 0.1 0.0 0.00
H -2.306531 0.333626 -4.033739 0.0 0.1 0.0 0.00
H -3.050520 -2.635988 -4.344487 -0.1 0.0 -0.2 0.00
H -2.354106 -5.168245 -4.031782 0.0 0.0 0.0 0.00
H -2.029353 -5.595677 -2.342120 0.0 -0.1 0.0 0.00
H -0.688046 -5.304018 -3.442781 0.0 -0.1 0.0 0.00
N 0.946952 1.288878 0.161976 0.5 0.1 -0.2 0.01
P 0.388807 2.666849 0.602932 -1.3 1.0 1.3 0.09
C -0.960050 2.774374 1.822396 1.5 -0.4 -1.1 0.15
C -0.982146 3.743382 2.848187 0.1 0.5 0.4 0.10
C -2.134969 3.993550 3.552814 0.3 0.3 0.0 0.04
C -3.320260 3.333615 3.237562 -0.7 0.1 0.5 0.19
C -3.328500 2.417059 2.183397 0.0 -0.3 -0.4 0.04
C -2.176181 2.150688 1.491751 -0.6 -0.6 -0.4 0.09
C -0.132767 3.719051 -0.759072 0.1 0.0 -0.2 0.05
C -0.183116 3.147876 -2.039124 0.2 -0.2 0.4 0.03
C -0.637894 3.876637 -3.110791 -0.3 0.4 -0.3 0.01
C -1.080860 5.187722 -2.930666 0.1 -0.1 -0.1 0.06
C -1.064693 5.753223 -1.656377 -0.2 0.3 -0.4 0.01
C -0.605939 5.031816 -0.579784 0.3 -0.5 0.2 0.04
C 1.760756 3.530078 1.394852 0.6 -0.4 -0.1 0.01
C 2.267264 2.856917 2.514571 -0.3 0.3 -0.2 0.01
C 3.500929 3.187589 3.027721 0.3 0.1 0.2 0.00
C 4.264741 4.174925 2.419854 -0.1 0.2 -0.2 0.01
C 3.773670 4.835133 1.296523 0.5 0.1 0.3 0.00
C 2.537766 4.507187 0.779284 -0.5 -0.1 0.1 0.01
H -0.067087 4.267598 3.093407 0.0 0.1 0.1 0.01
H -2.136531 4.725007 4.353456 0.1 0.0 0.0 0.00
H -4.228758 3.532472 3.789642 0.0 0.1 0.0 0.02
H -4.252619 1.926322 1.904090 0.0 -0.1 0.0 0.00
H -2.184991 1.435449 0.663183 -0.2 0.2 0.2 0.00
H 0.183262 2.131315 -2.160981 0.0 0.1 0.0 0.00
H -0.652335 3.441663 -4.103028 0.0 0.0 0.0 0.00
H -1.440452 5.756925 -3.777824 0.0 0.0 0.0 0.00
H -1.423874 6.769460 -1.527142 0.0 0.0 0.1 0.00
H -0.599258 5.448642 0.419043 -0.1 0.1 0.0 0.01
H 1.656702 2.079750 2.960275 0.1 -0.1 0.0 0.00
H 3.887531 2.671712 3.898191 0.0 0.0 0.0 0.00
H 5.236028 4.433475 2.819144 0.1 0.0 0.0 0.00
H 4.375065 5.600820 0.823139 0.0 0.0 0.0 0.00
H 2.154469 5.004639 -0.103074 0.1 0.0 -0.1 0.00
```
Positions in Å, forces in eV/Å.

## Properties
* E: -2182.70636 a.u.
* ΔE to the lowest compared entry with this formula, charge and spin: 17.2 kcal per mole
* F_max: 0.041 Eh/bohr
* lowest unoccupied orbital energy (spin up / spin down): 2.324 / 2.323 eV
* spin multiplicity: 2
* HOMO energy (spin up / spin down): -0.3 / -4.8 eV
* total charge: -1
* orbital gap (spin up / spin down): 2.576 / 7.132 eV

***

Question: Which value of F_max does entry 2 give?
Answer: 0.041 Eh/bohr

***

Question: Among the records above, which one has the highest total charge?
Answer: C33H37BF3NO2S